(1)
Formula: C38H42N2O5P2PtS
Source: OMol25
Level of theory: ωB97M-V with the def2-TZVPD basis set

Values from the calculation:
Total charge: +2
Relative energy (zero: lowest compared OMol25 entry of this formula, charge and spin) (kJ/mol): 221.9
Orbital gap (alpha / beta) (eV): 7.5 / 7.4
E_LUMO (alpha / beta) (Eh): -0.2284 / -0.2308
Max |F| (eV/Å): 3.21

Last column: Löwdin charge in e.
Cartesian coordinates (Å):
Pt: 0.0351 0.1088 -0.0396  1.1994
O: -1.6856 -1.2912 0.2506  -0.5004
P: -1.9381 -2.4250 1.2209  0.7756
C: -0.8765 -3.8287 0.7560  -0.2665
P: 0.8801 -3.3015 0.8509  0.7749
O: 1.0623 -1.8579 0.4869  -0.4416
C: 1.4646 -3.6277 2.5186  -0.2825
C: 1.9698 -2.5750 3.2736  -0.0705
C: 2.4402 -2.8183 4.5549  -0.0608
C: 2.4108 -4.1044 5.0748  -0.0552
C: 1.9206 -5.1577 4.3131  -0.0576
C: 1.4501 -4.9231 3.0326  -0.0741
C: 1.7048 -4.4012 -0.3132  -0.2695
C: 1.3120 -5.7301 -0.4672  -0.0823
C: 1.9694 -6.5388 -1.3798  -0.0545
C: 3.0151 -6.0279 -2.1360  -0.0517
C: 3.4073 -4.7057 -1.9835  -0.0579
C: 2.7506 -3.8911 -1.0755  -0.0611
C: -1.5456 -2.0358 2.9266  -0.3007
C: -1.1484 -0.7487 3.2729  -0.0696
C: -0.8394 -0.4595 4.5932  -0.0525
C: -0.9261 -1.4517 5.5584  -0.0497
C: -1.3279 -2.7369 5.2145  -0.0505
C: -1.6426 -3.0318 3.8996  -0.0891
C: -3.6519 -2.9455 1.0705  -0.2747
C: -4.1069 -3.2579 -0.2115  -0.0850
C: -5.4309 -3.6090 -0.4062  -0.0582
C: -6.3035 -3.6461 0.6751  -0.0487
C: -5.8514 -3.3318 1.9480  -0.0520
C: -4.5262 -2.9761 2.1521  -0.0591
H: -1.0982 -4.0764 -0.2838  0.0849
H: -1.0547 -4.6975 1.3905  0.0808
H: 1.9902 -1.5791 2.8488  0.1070
H: 2.8372 -2.0035 5.1462  0.1144
H: 2.7820 -4.2935 6.0734  0.1153
H: 1.9146 -6.1631 4.7127  0.1149
H: 1.0881 -5.7493 2.4311  0.1032
H: 0.4927 -6.1381 0.1118  0.1015
H: 1.6546 -7.5658 -1.5080  0.1163
H: 3.5215 -6.6616 -2.8516  0.1168
H: 4.2198 -4.3105 -2.5789  0.1093
H: 3.0148 -2.8477 -0.9579  0.0830
H: -1.0890 0.0180 2.5086  0.0800
H: -0.5367 0.5415 4.8709  0.1155
H: -0.6870 -1.2261 6.5894  0.1178
H: -1.4023 -3.5069 5.9706  0.1189
H: -1.9652 -4.0322 3.6324  0.1189
H: -3.4196 -3.2227 -1.0500  0.1091
H: -5.7862 -3.8459 -1.4002  0.1150
H: -7.3398 -3.9169 0.5247  0.1175
H: -6.5322 -3.3502 2.7885  0.1168
H: -4.1816 -2.7188 3.1451  0.1046
N: 5.4509 0.0286 -1.0690  0.0244
C: 4.3027 -0.3223 -1.9010  -0.1263
C: 3.0041 -0.0681 -1.1240  -0.5527
O: 1.8989 -0.1679 -1.6361  -0.0164
O: 3.1872 0.2439 0.1335  0.0905
H: 6.1592 -0.6913 -1.0487  0.0993
H: 4.1792 0.2615 0.2399  0.1152
H: 5.8930 0.8889 -1.3639  0.1011
H: 4.3079 -1.3846 -2.1467  0.1200
H: 4.2555 0.2234 -2.8427  0.1365
N: 0.7831 1.9963 -0.1922  0.0727
C: 0.9964 3.0054 -0.6903  -0.0501
C: 1.2741 4.2840 -1.2289  -0.2101
C: 0.8527 4.6123 -2.5222  -0.0158
C: 1.1174 5.8744 -3.0165  -0.0494
C: 1.7948 6.8038 -2.2365  -0.0361
C: 2.2258 6.4709 -0.9580  -0.0469
C: 1.9678 5.2150 -0.4455  -0.0113
H: 0.3282 3.8780 -3.1194  0.1195
H: 0.7937 6.1379 -4.0140  0.1183
H: 1.9872 7.7943 -2.6260  0.1203
H: 2.7614 7.1939 -0.3584  0.1192
H: 2.2854 4.9404 0.5516  0.1258
C: -3.5839 3.5930 -1.0247  -0.1180
C: -4.1187 2.5372 -0.0728  -0.3566
S: -3.1982 0.9604 -0.1276  0.9954
O: -1.7679 1.4592 0.0941  -0.6422
C: -3.4231 0.5747 -1.9248  -0.3421
C: -2.2089 0.8648 -2.7860  -0.1166
H: -4.0031 4.5661 -0.7730  0.0898
H: -3.8496 3.3731 -2.0580  0.0758
H: -2.4999 3.6673 -0.9362  0.0653
H: -5.1621 2.2792 -0.2610  0.1003
H: -4.0219 2.8534 0.9662  0.0930
H: -4.2888 1.1428 -2.2606  0.0877
H: -3.6716 -0.4854 -1.9471  0.0750
H: -1.9068 1.9086 -2.7112  0.0631
H: -2.4492 0.6499 -3.8272  0.0929
H: -1.3638 0.2343 -2.5151  0.0542


(2)
Formula: C38H43BBrN8O2S5Sn
Source: OMol25
Level of theory: ωB97M-V with the def2-TZVPD basis set

Values from the calculation:
Total charge: -1
Relative energy (zero: lowest compared OMol25 entry of this formula, charge and spin) (kJ/mol): 0.0
Orbital gap (eV): 6.1
E_LUMO (Eh): 0.0693
Max |F| (eV/Å): 1.15

Last column: Löwdin charge in e.
Cartesian coordinates (Å):
Sn: -0.4348 1.4202 -0.3027  1.1360
S: -1.8623 -1.6664 0.6487  0.6882
C: -0.4815 -2.5253 0.3596  -0.7121
N: 0.2276 -3.1054 1.3657  -0.1223
C: 1.3614 -3.9682 1.0970  -0.1112
C: 2.0971 -3.4690 -0.1191  -0.1065
N: 1.1735 -3.3500 -1.2290  -0.0972
C: 1.7041 -3.6856 -2.5428  -0.1356
C: 2.0065 -5.1626 -2.6076  -0.2091
C: 0.9663 -6.0860 -2.5339  -0.0296
C: 1.2294 -7.4462 -2.5419  -0.0862
C: 2.5399 -7.9022 -2.6134  -0.1036
C: 3.5827 -6.9905 -2.6580  -0.0923
C: 3.3159 -5.6277 -2.6544  -0.0525
C: -0.0196 -2.7523 -1.0528  -0.7248
S: -1.0175 -2.3709 -2.3210  0.6925
C: -0.1693 -3.0233 2.7554  -0.1415
C: 0.8966 -2.3885 3.6100  -0.2079
C: 1.6584 -1.3298 3.1227  -0.0199
C: 2.6241 -0.7398 3.9240  -0.0807
C: 2.8520 -1.2032 5.2123  -0.0995
C: 2.0952 -2.2575 5.7019  -0.0941
C: 1.1261 -2.8459 4.9030  -0.0470
H: 1.0255 -5.0038 0.9453  0.1361
H: 2.0268 -3.9414 1.9613  0.1289
H: 2.8829 -4.1684 -0.3996  0.1267
H: 2.5454 -2.4977 0.0935  0.1175
H: 2.5965 -3.0814 -2.7225  0.1280
H: 0.9437 -3.4175 -3.2715  0.0584
H: -0.0540 -5.7244 -2.4695  0.1157
H: 0.4127 -8.1544 -2.4815  0.0995
H: 2.7431 -8.9653 -2.6441  0.0958
H: 4.6074 -7.3403 -2.6810  0.0980
H: 4.1301 -4.9129 -2.6908  0.1138
H: -0.4016 -4.0286 3.1271  0.1334
H: -1.0863 -2.4337 2.7927  0.0637
H: 1.4745 -0.9690 2.1139  0.1001
H: 3.2090 0.0889 3.5416  0.0910
H: 3.6130 -0.7454 5.8315  0.0966
H: 2.2705 -2.6298 6.7036  0.0975
H: 0.5351 -3.6661 5.2952  0.1092
C: -2.4014 4.0830 -2.6305  -0.0383
N: -3.3212 3.9494 -1.5308  -0.1233
C: -4.6844 3.7973 -1.6468  -0.0727
C: -5.1904 3.8937 -0.4001  -0.0783
N: -4.1668 4.1038 0.4904  0.0093
B: -4.4657 4.5476 1.9899  -0.4826
N: -3.4178 4.0020 2.9812  -0.0340
C: -2.4594 4.7382 3.6359  -0.1148
C: -1.6293 3.8948 4.2803  -0.0824
N: -2.0826 2.6134 4.0226  -0.1322
C: -1.4599 1.3836 4.4309  -0.0633
C: -3.1888 2.6943 3.2252  -0.8024
S: -4.1093 1.3799 2.7284  0.5335
C: -3.0078 4.0869 -0.2059  -0.6953
S: -1.3979 4.1934 0.3519  0.5722
H: -2.8735 4.6523 -3.4315  0.0973
H: -2.0843 3.1136 -3.0101  0.0565
H: -1.5203 4.6051 -2.2717  0.0480
H: -5.1581 3.6275 -2.5974  0.1137
H: -6.2123 3.8346 -0.0714  0.1157
H: -4.4052 5.7547 2.0103  0.0675
H: -5.5510 4.1166 2.2674  0.0568
H: -2.4261 5.8095 3.5577  0.1098
H: -0.7792 4.0932 4.9089  0.1038
H: -0.3773 1.5007 4.4215  0.0799
H: -1.7524 0.6104 3.7191  0.0423
H: -1.7797 1.0740 5.4305  0.0883
N: 1.6457 2.5296 0.7527  -0.0527
C: 2.9557 2.2609 0.1443  -0.2435
C: 3.3384 0.7894 0.2472  -0.0972
C: 2.4263 -0.0997 -0.6216  -0.6782
O: 2.8927 -0.6162 -1.6382  0.0137
O: 1.2378 -0.2766 -0.1629  -0.2681
H: 1.4029 3.5086 0.6333  0.0464
H: 1.6666 2.3460 1.7509  0.0874
H: 3.7414 2.8706 0.6107  0.1106
H: 2.8993 2.5376 -0.9083  0.1040
H: 3.2592 0.4587 1.2873  0.0868
H: 4.3648 0.6633 -0.0957  0.1134
S: -4.7201 -0.1004 -2.5639  0.9996
C: -3.6277 0.2882 -3.8335  -0.3931
C: -2.4652 0.7471 -3.3108  -0.2904
N: -2.4357 0.8057 -1.9416  -0.1226
C: -3.5433 0.3898 -1.4171  -0.5209
H: -3.8990 0.1442 -4.8654  0.0604
H: -1.5889 1.0508 -3.8636  0.0950
H: -3.7356 0.3646 -0.3531  0.0423
Br: 2.6567 4.2520 -5.9585  0.6644
C: 1.8422 3.4546 -4.4168  -0.6896
C: 1.5704 4.2537 -3.3207  -0.1420
C: 0.9566 3.6773 -2.2166  -0.1975
C: 0.5807 2.3306 -2.1804  -0.3107
C: 0.9135 1.5661 -3.3003  -0.1415
C: 1.5455 2.1070 -4.4160  -0.1310
H: 1.8213 5.3067 -3.3351  0.0950
H: 0.7444 4.3166 -1.3662  0.0419
H: 0.7047 0.4995 -3.2995  0.0926
H: 1.8051 1.4881 -5.2648  0.0976